2 unconnected molecules or ions with the total composition C4H13N4OP in a non-equilibrium geometry, computed with wB97M-V/def2-TZVPD.

```
! RIJCOSX wB97M-V def2-TZVPD def2/J DEFGRID3
* xyz 0 1
C 1.2117 -0.5901 0.8260
C 1.1244 -1.7110 -1.3327
C 1.9951 0.7828 -1.1987
C 0.9214 -0.2982 -0.7169
N -2.2679 -1.9440 1.6337
N -1.5055 -1.3989 0.6590
N -1.7978 3.3542 0.4201
N -2.5234 4.2100 0.8548
O -0.3607 0.1589 -0.9413
P -1.8342 -0.2882 -0.3506
H 1.3625 0.3433 1.3153
H 0.4757 -1.1767 1.3444
H 2.1937 -1.2177 0.9947
H 1.3682 -1.4892 -2.4563
H 0.2225 -2.2136 -1.2103
H 1.9188 -2.2912 -0.8910
H 2.0906 0.7137 -2.2081
H 1.7691 1.8233 -0.8290
H 2.9117 0.6652 -0.6335
H -1.7983 -2.9258 1.8966
H -2.1512 2.6256 -0.2099
H -3.2537 -2.0095 1.5588
H -2.0728 4.8770 1.4748
*
```

Summary:
F_max ... 4.91 eV/A
E ... -21651.3786 eV
Energy relative to the best compared isomer or geometry (same formula, charge and spin) ... 14.9 kcal per mole
Frontier orbital gap ... 8.984 eV
HOMO level ... -8.5 eV
Structure (SMILES) ... CC(C)(C)O/P=N/N.[H]/N=N/[H]